w | {
  "formula": "C6H8S",
  "method": "the ωB97M-V functional and the def2-TZVPD basis",
  "symbols": ["C", "C", "C", "C", "C", "C", "S", "H", "H", "H", "H", "H", "H", "H", "H"],
  "positions_angstrom": [[0.042, -0.923, 0.280], [0.683, 0.329, 0.996], [-0.537, 1.109, 0.608], [-1.060, -0.174, 0.065], [2.047, 0.965, 0.375], [-2.483, -0.598, -0.814], [-0.927, 2.658, 0.867], [0.318, -1.979, 0.283], [0.906, 0.287, 2.024], [1.956, 1.153, -0.690], [2.796, 0.125, 0.509], [2.266, 1.720, 1.015], [-3.368, -0.779, -0.233], [-2.027, -1.475, -1.245], [-2.652, 0.257, -1.519]],
  "mulliken_charge": [-0.88, 0.52, -0.42, 0.57, -1.23, -0.83, -0.33, 0.38, 0.36, 0.36, 0.28, 0.40, 0.28, 0.28, 0.25],
  "homo_lumo_gap_ev": [8.08, 8.08],
  "homo_ev": [-8.5, -8.5],
  "e_lumo_ev": [-0.4, -0.4],
  "total_charge": 0
}



x | {
  "formula": "C6H8S",
  "method": "the ωB97M-V functional and the def2-TZVPD basis",
  "symbols": ["C", "C", "C", "C", "C", "C", "S", "H", "H", "H", "H", "H", "H", "H", "H"],
  "positions_angstrom": [[0.028, 2.436, 0.159], [-0.129, 1.256, -0.179], [-0.356, -0.165, -0.042], [0.716, -1.084, 0.080], [2.109, -0.691, -0.262], [-1.561, -0.628, 0.489], [-3.289, -0.160, -0.247], [0.769, 3.458, 0.218], [0.184, -1.981, 0.160], [2.346, 0.349, -0.225], [2.776, -1.427, 0.098], [2.271, -0.892, -1.343], [-1.548, 0.088, 1.485], [-1.687, -1.684, 0.574], [-2.630, 1.126, -0.965]],
  "mulliken_charge": [-0.15, -0.69, 0.86, -0.36, -1.21, -0.67, -0.26, 0.28, 0.35, 0.36, 0.36, 0.28, 0.29, 0.38, 0.17],
  "homo_lumo_gap_ev": 8.90,
  "homo_ev": -8.5,
  "e_lumo_ev": 0.4,
  "total_charge": 0
}



Of the structures shown above, x is the least stable.